No. 1
This record from the OMol25 dataset describes an isolated molecule of C4H6N2OS. The level of theory is ωB97M-V with the def2-TZVPD basis set.

Geometry as XYZ:
```
14
C4H6N2OS ωB97M-V with the def2-TZVPD basis set
O 1.42 2.22 -0.95
C 0.78 1.27 -0.54
C -0.63 1.02 -1.01
C -1.54 0.33 0.05
S -1.28 -1.48 0.12
N 0.29 -1.70 0.84
C 1.21 -0.82 0.94
N 1.38 0.49 0.44
H -0.72 0.47 -1.97
H -1.05 2.03 -1.19
H -2.63 0.39 -0.17
H -1.31 0.76 1.07
H 2.14 -1.12 1.48
H 2.15 0.99 0.86
```

Values from the calculation:
Largest force on an atom, eV/A: 1.9
SMILES: O=C1CCSN=CN1
LUMO level, eV: 0.7
Energy relative to the best compared isomer or geometry (same formula, charge and spin), eV: 1.6271
Energy, Eh: -738.9449
Total charge: 0


No. 2
This record from the OMol25 dataset describes a structure of composition C26H23F6N4O6RhS3. The level of theory is ωB97M-V with the def2-TZVPD basis set.

Geometry as XYZ:
```
69
C26H23F6N4O6RhS3 ωB97M-V with the def2-TZVPD basis set
Rh -0.54 -0.60 -0.50
O -4.29 -2.50 4.78
C -4.90 -2.39 3.52
C -3.89 -1.84 2.55
C -4.25 -1.60 1.23
C -3.31 -1.12 0.35
N -2.05 -0.86 0.75
C -1.69 -1.08 2.04
C -2.59 -1.58 2.95
C -0.27 -0.76 2.30
C 0.32 -0.72 3.54
C 1.67 -0.41 3.66
C 2.30 -0.39 5.04
O 1.40 0.12 5.98
C 2.39 -0.16 2.50
C 1.76 -0.21 1.28
N 0.47 -0.50 1.18
H -4.90 -2.91 5.41
H -5.76 -1.72 3.53
H -5.24 -3.36 3.14
H -5.25 -1.80 0.87
H -3.52 -0.95 -0.70
H -2.29 -1.77 3.97
H -0.27 -0.89 4.43
H 3.25 0.15 5.01
H 2.53 -1.43 5.32
H 1.64 1.02 6.21
H 3.45 0.07 2.54
H 2.29 -0.05 0.34
F -1.33 -2.26 -4.15
C -0.05 -2.03 -3.95
F 0.70 -2.70 -4.79
F 0.17 -0.72 -4.07
S 0.43 -2.51 -2.18
O -0.89 -2.46 -1.46
O 1.18 -1.32 -1.68
N 1.23 -3.78 -2.11
S 0.47 -5.21 -2.48
O -0.65 -4.93 -3.33
O 1.47 -6.15 -2.80
C -0.25 -5.72 -0.81
F 0.21 -6.91 -0.50
F 0.08 -4.85 0.14
F -1.57 -5.76 -0.91
N -0.28 1.27 -1.02
S 0.89 2.34 -0.64
C 2.13 2.26 -1.90
C 1.79 2.51 -3.23
C 2.77 2.37 -4.20
C 4.06 2.00 -3.83
C 4.39 1.77 -2.51
C 3.41 1.90 -1.53
C 0.14 3.93 -0.89
C 0.98 5.02 -1.08
C 0.42 6.28 -1.21
C -0.96 6.44 -1.14
C -1.78 5.34 -0.93
C -1.24 4.07 -0.79
H -0.57 1.36 -1.99
H 0.79 2.83 -3.50
H 2.53 2.56 -5.23
H 4.82 1.89 -4.60
H 5.40 1.50 -2.24
H 3.66 1.75 -0.48
H 2.05 4.89 -1.15
H 1.06 7.14 -1.37
H -1.39 7.42 -1.24
H -2.85 5.47 -0.87
H -1.87 3.22 -0.62
```

Values from the calculation:
Largest force on an atom, eV/A: 2.0
LUMO level (alpha / beta), eV: -7.7 / -7.7
Energy relative to the best compared isomer or geometry (same formula, charge and spin), eV: 0.0000
Energy, Eh: -3578.7107
Total charge: +2


No. 3
This record from the OMol25 dataset describes a cluster of 3 separate species, C11H22BN2O9 in total. The level of theory is ωB97M-V with the def2-TZVPD basis set.

Geometry as XYZ:
```
45
C11H22BN2O9 ωB97M-V with the def2-TZVPD basis set
C 1.22 1.35 -0.66
B 0.05 0.18 -0.91
O 0.36 -1.24 -1.24
C -1.52 0.75 -0.79
N -1.83 1.51 -1.92
C -3.26 1.99 -1.74
C -3.87 1.34 -0.35
O -5.08 0.50 -0.49
N -4.82 -0.42 -1.46
O -5.82 -0.44 -2.17
C -2.62 0.58 0.42
H 0.91 1.93 0.32
H 2.31 0.91 -0.63
H 1.07 2.14 -1.54
H 1.23 -1.25 -1.74
H -1.14 1.63 -2.70
H -3.13 3.16 -1.52
H -3.91 1.78 -2.69
H -4.20 2.28 0.27
H -2.15 1.15 1.35
H -2.88 -0.55 0.65
C -1.09 -3.54 -1.01
O -1.76 -4.41 -0.09
C -1.22 -5.65 0.00
O -0.24 -6.05 -0.61
O -1.95 -6.36 0.90
C -1.49 -7.69 1.10
H -1.60 -2.58 -1.00
H -0.05 -3.38 -0.69
H -1.13 -3.95 -2.02
H -0.47 -7.69 1.50
H -1.54 -8.27 0.17
H -2.14 -8.17 1.84
C 5.28 1.90 2.14
O 5.53 3.31 2.06
C 4.47 4.03 1.62
O 3.38 3.59 1.30
O 4.84 5.34 1.58
C 3.82 6.23 1.14
H 6.19 1.42 2.50
H 4.47 1.70 2.85
H 5.04 1.49 1.15
H 2.96 6.20 1.81
H 3.53 5.99 0.11
H 4.23 7.24 1.15
```

Values from the calculation:
Largest force on an atom, eV/A: 6.3
LUMO level, eV: -5.0
Energy, Eh: -1243.4498
Total charge: +1


No. 4
This record from the OMol25 dataset describes an isolated molecule of CH4N4. The level of theory is ωB97M-V with the def2-TZVPD basis set.

Geometry as XYZ:
```
9
CH4N4 ωB97M-V with the def2-TZVPD basis set
H -3.56 -0.55 -0.16
N -2.73 -0.44 -0.78
N -1.74 -0.18 -0.14
N -0.59 -0.09 -0.11
N 0.47 0.75 -0.07
C 1.73 0.20 0.24
H 2.29 -0.34 -0.57
H 1.74 -0.38 1.19
H 2.38 1.02 0.40
```

Values from the calculation:
Largest force on an atom, eV/A: 7.5
SMILES: [H]/N=N/N=N/C
LUMO level, eV: 0.5
Energy relative to the best compared isomer or geometry (same formula, charge and spin), eV: 5.9709
Energy, Eh: -259.3405
Total charge: 0


No. 5
This record from the OMol25 dataset describes a cluster of 10 separate species, C24H52Br12N4O4 in total. The level of theory is ωB97M-V with the def2-TZVPD basis set.

Geometry as XYZ:
```
96
C24H52Br12N4O4 ωB97M-V with the def2-TZVPD basis set
C 1.35 -1.43 -2.03
N 1.33 -1.23 -0.57
C 2.60 -1.47 0.12
C 0.47 -0.39 0.08
O 0.75 0.24 1.13
H 0.31 -1.31 -2.34
H 1.72 -2.43 -2.23
H 1.92 -0.64 -2.52
H 3.04 -2.44 -0.12
H 3.29 -0.66 -0.11
H 2.47 -1.46 1.20
H -0.46 -0.29 -0.50
C -3.71 9.34 0.67
N -3.66 8.41 1.81
C -3.41 7.01 1.50
C -3.71 8.91 3.06
O -3.80 8.22 4.07
H -3.83 10.40 0.89
H -4.40 9.08 -0.13
H -2.77 9.34 0.12
H -4.21 6.69 0.82
H -2.45 6.84 1.02
H -3.30 6.40 2.40
H -3.75 10.01 3.09
C -5.84 1.91 6.48
N -7.32 1.92 6.20
C -7.95 0.62 6.32
C -7.86 3.01 5.73
O -8.99 3.10 5.24
H -5.33 1.42 5.65
H -5.55 1.47 7.43
H -5.50 2.94 6.60
H -7.56 -0.03 5.54
H -7.76 0.13 7.27
H -9.01 0.82 6.11
H -7.17 3.85 5.90
C 2.17 4.01 -7.90
N 0.89 3.43 -7.93
C 0.41 2.78 -9.19
C 0.21 3.43 -6.80
O -0.98 3.17 -6.76
H 2.22 4.68 -8.75
H 2.95 3.26 -7.98
H 2.46 4.61 -7.03
H -0.41 2.07 -9.07
H 0.10 3.53 -9.93
H 1.24 2.17 -9.53
H 0.78 3.82 -5.94
Br 4.08 7.26 0.89
C 4.21 6.45 2.68
C 5.71 6.75 3.05
Br 6.10 6.07 4.83
H 3.93 5.40 2.56
H 3.49 7.02 3.27
H 5.99 7.80 3.02
H 6.31 6.15 2.36
Br 10.43 -1.40 -1.43
C 10.93 -3.26 -0.80
C 12.39 -3.24 -0.54
Br 12.92 -5.04 0.10
H 10.58 -4.02 -1.49
H 10.34 -3.54 0.07
H 12.77 -2.51 0.17
H 12.93 -2.98 -1.46
Br 4.14 -9.16 2.04
C 2.17 -9.05 2.18
C 1.40 -10.18 1.52
Br 1.26 -11.83 2.63
H 1.95 -8.13 1.64
H 1.80 -8.90 3.19
H 1.90 -10.44 0.59
H 0.38 -9.83 1.36
Br 3.24 -5.49 8.15
C 1.56 -5.33 9.28
C 0.35 -5.22 8.34
Br -1.25 -4.36 9.19
H 1.53 -4.36 9.77
H 1.43 -6.18 9.96
H 0.11 -6.17 7.87
H 0.61 -4.59 7.49
Br -11.22 3.18 -5.74
C -10.56 2.36 -4.04
C -9.03 2.36 -4.20
Br -8.29 1.13 -2.83
H -11.11 1.44 -3.84
H -10.80 3.10 -3.28
H -8.46 3.27 -4.03
H -8.75 2.06 -5.21
Br 3.20 -11.67 -6.99
C 2.67 -9.97 -7.93
C 2.27 -8.85 -6.91
Br 3.76 -8.18 -5.74
H 1.87 -10.22 -8.62
H 3.58 -9.73 -8.48
H 1.44 -9.25 -6.32
H 1.75 -8.03 -7.41
```

Values from the calculation:
Largest force on an atom, eV/A: 4.3
SMILES: CN(C)C=O.CN(C)C=O.CN(C)C=O.CN(C)C=O.BrCCBr.BrCCBr.BrCCBr.BrCCBr.BrCCBr.BrCCBr
LUMO level, eV: 0.1
Energy relative to the best compared isomer or geometry (same formula, charge and spin), eV: 3.5039
Energy, Eh: -32353.7095
Total charge: 0


No. 6
This record from the OMol25 dataset describes a cluster of 2 separate species, C2H3NS2 in total. The level of theory is ωB97M-V with the def2-TZVPD basis set.

Geometry as XYZ:
```
8
C2H3NS2 ωB97M-V with the def2-TZVPD basis set
N -1.32 1.62 -0.28
C -1.46 0.49 0.16
S -2.00 -0.84 0.72
H -0.40 1.85 -0.66
C 1.31 -0.86 0.03
S 1.85 0.57 -0.60
H 1.51 -1.33 1.04
H 0.51 -1.49 -0.40
```

Values from the calculation:
Largest force on an atom, eV/A: 2.8
SMILES: N=C=S.C=S
LUMO level (alpha / beta), eV: -1.0 / -1.0
Energy relative to the best compared isomer or geometry (same formula, charge and spin), eV: 1.2297
Energy, Eh: -929.0721
Total charge: 0